(1)
The following is a quantum chemistry calculation of a 2-piece molecular cluster, C19H12F6N2O3 overall in a non-equilibrium geometry, from OMol25.

Results
**Highest occupied orbital energy**: -0.3082 Ha
**DFT total energy**: -45325.945 eV
**Orbital gap**: 5.4 eV

The geometry in ORCA input format:
```
! RIJCOSX wB97M-V def2-TZVPD def2/J DEFGRID3
* xyz 0 1
H 2.89 1.98 3.37
H 0.45 0.71 -2.91
C 1.28 0.09 0.99
C 2.02 1.15 1.59
F -1.70 -4.38 -3.80
O -3.13 4.90 -0.92
F 0.22 -4.29 -4.88
H -0.30 -0.87 -4.64
C -1.65 1.22 0.09
C 1.33 -1.05 3.16
C 0.92 -1.01 1.83
C 2.36 1.14 2.93
H -2.11 4.28 1.28
C -2.73 3.80 -0.60
O -2.54 0.50 -2.00
F 2.30 1.31 5.70
C 0.63 -2.18 -1.10
F 3.61 -0.43 5.38
H 0.92 1.26 -0.76
C 0.85 0.24 -0.36
H 1.01 -2.59 -0.16
H 0.29 -1.80 1.44
C 0.63 -0.77 -1.34
H 0.01 -4.11 -1.83
C 2.00 0.04 3.71
C -0.07 -1.23 -3.64
F 1.49 -0.72 5.91
C 0.36 -0.35 -2.67
N -2.81 2.68 -1.42
N -2.15 3.50 0.63
F -1.39 -2.87 -5.38
H 1.09 -1.91 3.78
H -1.45 0.21 0.43
C 0.13 -3.06 -2.06
C -2.35 1.38 -1.14
C -0.78 -3.52 -4.34
O -1.17 2.20 2.20
C -0.23 -2.57 -3.31
C -1.63 2.26 1.05
H -3.27 2.83 -2.31
C 2.34 0.05 5.17
H 2.30 2.00 0.97
*
```

natural (NBO) atomic charge list, values in e, 8 entries: 0.235 0.227 -0.150 -0.135 -0.319 -0.615 -0.323 0.248



(2)
The following is a quantum chemistry calculation of C19H12N3O4Ru as an isolated structure, from OMol25.

Results
**Highest occupied orbital energy (spin up / spin down)**: -0.5679 / -0.5711 Ha
**DFT total energy**: -35127.007 eV
**<S²>**: 0.756
**Orbital gap (spin up / spin down)**: 7.8 / 7.1 eV

The geometry in ORCA input format:
```
! RIJCOSX wB97M-V def2-TZVPD def2/J DEFGRID3
* xyz 2 2
N -0.36 0.72 -0.02
H -1.99 3.21 1.49
C 0.91 -1.12 4.87
C -0.85 1.49 0.95
O -2.16 -2.88 2.37
C 1.27 -1.62 -2.81
H -0.93 -2.27 4.74
C -0.60 1.06 -1.32
Ru 0.75 -0.93 0.15
C 1.91 -0.47 4.16
N 0.70 -0.83 -1.91
H -1.17 1.91 -5.08
O 3.80 0.69 2.11
H 0.26 -0.14 -5.68
H 1.62 -2.06 -4.88
C -1.88 2.96 -0.63
H 1.86 -2.45 -2.43
C -1.62 2.62 0.67
C 1.81 -0.43 2.77
H 0.96 -1.17 5.95
C -1.56 2.46 -3.07
H 2.76 -0.02 4.65
H -2.15 3.33 -3.34
C -0.04 0.23 -2.34
C 2.82 0.13 1.78
C -0.23 0.53 -3.68
C -1.36 2.18 -1.68
H -2.48 3.84 -0.86
N 0.77 -0.98 2.17
C 1.13 -1.40 -4.18
C -0.19 -1.64 2.83
C -0.16 -1.73 4.21
C -1.02 1.68 -4.03
O -0.94 -2.12 0.65
C 0.38 -0.33 -4.62
H -2.72 -3.27 1.68
O 2.47 -0.18 0.51
C -1.15 -2.24 1.87
H -0.61 1.22 1.96
*
```

natural (NBO) atomic charge list, values in e, 8 entries: -0.379 0.264 -0.123 0.098 -0.583 0.119 0.273 0.220



(3)
The following is a quantum chemistry calculation of C19H13Br2Cl2NO6STi as an isolated structure, from OMol25.

Results
**Highest occupied orbital energy**: -0.0724 Ha
**DFT total energy**: -232778.475 eV
**Orbital gap**: 5.5 eV
**Energy relative to the best compared isomer or geometry (same formula, charge and spin)**: 17.2 kJ/mol

The geometry in ORCA input format:
```
! RIJCOSX wB97M-V def2-TZVPD def2/J DEFGRID3
* xyz -2 1
C -2.34 4.67 0.98
C -1.87 3.47 0.45
Cl 6.13 -3.67 -5.85
C -2.28 3.04 -0.82
O -0.04 1.97 0.68
O 1.40 1.02 -1.70
H -1.45 -4.57 -3.49
H -3.55 6.42 0.69
H -2.53 -4.89 1.23
C -0.46 -1.33 -3.17
Br -2.48 -6.11 -1.42
H -0.20 -0.26 2.90
C -3.16 3.88 -1.53
H -0.80 0.04 -4.75
O -0.92 2.81 2.52
Cl 3.62 0.24 -3.61
H 3.59 -1.52 -1.94
H -3.49 3.57 -2.51
S -1.89 1.51 -1.60
C -2.13 -4.14 0.56
O -0.90 -0.71 0.71
H -0.13 1.18 3.35
H -0.55 -2.70 -4.83
C -1.77 -2.89 1.08
Br -1.98 -2.56 2.93
N -0.62 -1.15 -1.88
C 3.10 -0.59 -2.18
C -3.20 5.48 0.27
H -2.01 4.94 1.98
C 0.01 -0.23 -4.07
C 2.11 -0.09 -1.43
C -1.98 -4.40 -0.76
C -0.92 2.70 1.31
C -1.11 -2.18 -1.11
O 1.59 -0.66 -0.33
H 0.32 0.65 -3.52
O 0.17 0.29 3.60
C -0.74 -2.58 -3.77
H 0.85 -0.58 -4.67
C -3.61 5.08 -1.00
C -1.46 -3.43 -1.65
C -1.25 -1.89 0.28
C -1.24 -3.61 -3.03
H -4.28 5.70 -1.58
Ti 0.04 0.52 -0.48
*
```

natural (NBO) atomic charge list, values in e, 8 entries: -0.167 -0.147 -1.000 -0.118 -0.677 -0.687 0.225 0.200



What did the third record say?
The following is a quantum chemistry calculation of C19H13Br2Cl2NO6STi as an isolated structure, from OMol25.

Results
**Highest occupied orbital energy**: -0.0724 Ha
**DFT total energy**: -232778.475 eV
**Orbital gap**: 5.5 eV
**Energy relative to the best compared isomer or geometry (same formula, charge and spin)**: 17.2 kJ/mol

The geometry in ORCA input format:
```
! RIJCOSX wB97M-V def2-TZVPD def2/J DEFGRID3
* xyz -2 1
C -2.34 4.67 0.98
C -1.87 3.47 0.45
Cl 6.13 -3.67 -5.85
C -2.28 3.04 -0.82
O -0.04 1.97 0.68
O 1.40 1.02 -1.70
H -1.45 -4.57 -3.49
H -3.55 6.42 0.69
H -2.53 -4.89 1.23
C -0.46 -1.33 -3.17
Br -2.48 -6.11 -1.42
H -0.20 -0.26 2.90
C -3.16 3.88 -1.53
H -0.80 0.04 -4.75
O -0.92 2.81 2.52
Cl 3.62 0.24 -3.61
H 3.59 -1.52 -1.94
H -3.49 3.57 -2.51
S -1.89 1.51 -1.60
C -2.13 -4.14 0.56
O -0.90 -0.71 0.71
H -0.13 1.18 3.35
H -0.55 -2.70 -4.83
C -1.77 -2.89 1.08
Br -1.98 -2.56 2.93
N -0.62 -1.15 -1.88
C 3.10 -0.59 -2.18
C -3.20 5.48 0.27
H -2.01 4.94 1.98
C 0.01 -0.23 -4.07
C 2.11 -0.09 -1.43
C -1.98 -4.40 -0.76
C -0.92 2.70 1.31
C -1.11 -2.18 -1.11
O 1.59 -0.66 -0.33
H 0.32 0.65 -3.52
O 0.17 0.29 3.60
C -0.74 -2.58 -3.77
H 0.85 -0.58 -4.67
C -3.61 5.08 -1.00
C -1.46 -3.43 -1.65
C -1.25 -1.89 0.28
C -1.24 -3.61 -3.03
H -4.28 5.70 -1.58
Ti 0.04 0.52 -0.48
*
```

natural (NBO) atomic charge list, values in e, 8 entries: -0.167 -0.147 -1.000 -0.118 -0.677 -0.687 0.225 0.200



Please write out number 1 again, unchanged.
The following is a quantum chemistry calculation of a 2-piece molecular cluster, C19H12F6N2O3 overall in a non-equilibrium geometry, from OMol25.

Results
**Highest occupied orbital energy**: -0.3082 Ha
**DFT total energy**: -45325.945 eV
**Orbital gap**: 5.4 eV

The geometry in ORCA input format:
```
! RIJCOSX wB97M-V def2-TZVPD def2/J DEFGRID3
* xyz 0 1
H 2.89 1.98 3.37
H 0.45 0.71 -2.91
C 1.28 0.09 0.99
C 2.02 1.15 1.59
F -1.70 -4.38 -3.80
O -3.13 4.90 -0.92
F 0.22 -4.29 -4.88
H -0.30 -0.87 -4.64
C -1.65 1.22 0.09
C 1.33 -1.05 3.16
C 0.92 -1.01 1.83
C 2.36 1.14 2.93
H -2.11 4.28 1.28
C -2.73 3.80 -0.60
O -2.54 0.50 -2.00
F 2.30 1.31 5.70
C 0.63 -2.18 -1.10
F 3.61 -0.43 5.38
H 0.92 1.26 -0.76
C 0.85 0.24 -0.36
H 1.01 -2.59 -0.16
H 0.29 -1.80 1.44
C 0.63 -0.77 -1.34
H 0.01 -4.11 -1.83
C 2.00 0.04 3.71
C -0.07 -1.23 -3.64
F 1.49 -0.72 5.91
C 0.36 -0.35 -2.67
N -2.81 2.68 -1.42
N -2.15 3.50 0.63
F -1.39 -2.87 -5.38
H 1.09 -1.91 3.78
H -1.45 0.21 0.43
C 0.13 -3.06 -2.06
C -2.35 1.38 -1.14
C -0.78 -3.52 -4.34
O -1.17 2.20 2.20
C -0.23 -2.57 -3.31
C -1.63 2.26 1.05
H -3.27 2.83 -2.31
C 2.34 0.05 5.17
H 2.30 2.00 0.97
*
```

natural (NBO) atomic charge list, values in e, 8 entries: 0.235 0.227 -0.150 -0.135 -0.319 -0.615 -0.323 0.248



Number 3 is which compound?
C19H13Br2Cl2NO6STi